# C40H36ClN3PrSi2

C40H36ClN3PrSi2 as an isolated structure (ωB97M-V/def2-TZVPD, the Open Molecules 2025 dataset).

Positions of all 83 atoms, in Å:
C -1.52675 -0.59414 4.50536
C -1.94781 -0.08347 3.24581
C -1.90832 -1.14306 2.29610
H -2.30744 0.92674 3.03877
C -1.48450 -2.31882 2.98140
C -1.24494 -1.98081 4.34166
H -0.97113 -2.67768 5.13749
H -1.52934 -0.03479 5.44503
H -2.23929 -1.09302 1.25466
H -1.40952 -3.30842 2.52635
Pr 0.67168 -0.63280 2.88978
Si -0.44200 -0.18475 -4.26517
C 0.08697 1.38596 -5.12936
C 1.42957 1.65698 -5.45615
H 2.21591 0.94309 -5.18729
C 1.75103 2.84936 -6.11469
H 2.78489 3.03791 -6.40184
C 0.74634 3.77210 -6.41769
H 0.99163 4.67712 -6.96452
C -0.57451 3.53239 -6.03250
H -1.36040 4.25276 -6.25272
C -0.90879 2.34567 -5.37615
H -1.93470 2.15059 -5.04948
C 0.35371 -1.65640 -5.06170
C 0.02027 -1.85895 -6.41225
H -0.64482 -1.17043 -6.93819
C 0.54708 -2.95483 -7.09594
H 0.26426 -3.10944 -8.13665
C 1.42373 -3.83902 -6.45820
H 1.82309 -4.69527 -6.99984
C 1.77551 -3.62670 -5.12361
H 2.44542 -4.32463 -4.61790
C 1.25220 -2.53589 -4.42599
H 1.54356 -2.37914 -3.38504
H -1.91150 -0.31866 -4.29615
Si 0.27914 -0.06224 -2.06213
C -0.54267 -1.59997 -1.40096
C -1.89627 -1.83686 -1.69263
H -2.48720 -1.08793 -2.23735
C -2.48961 -3.04883 -1.32206
H -3.54156 -3.22400 -1.56314
C -1.73631 -4.01225 -0.64066
H -2.18947 -4.97146 -0.38244
C -0.40274 -3.75338 -0.30868
H 0.18416 -4.49889 0.23208
C 0.20227 -2.55371 -0.69485
H 1.24730 -2.34137 -0.43505
C -0.62210 1.42434 -1.39876
C -1.86155 1.30196 -0.75535
H -2.19478 0.32509 -0.38367
C -2.68527 2.42428 -0.60506
H -3.66803 2.30673 -0.14868
C -2.24024 3.68170 -1.01764
H -2.88007 4.55882 -0.90373
C -0.95347 3.81947 -1.55136
H -0.59156 4.80635 -1.84362
C -0.12888 2.70499 -1.70838
H 0.88264 2.81160 -2.11006
H 1.68910 -0.04965 -1.63152
Cl 2.16579 0.17887 0.97614
C 1.79078 -2.59160 8.14625
C 1.78923 -1.22009 8.44773
C 1.86376 -0.28556 7.41593
C 1.88783 -0.72289 6.08096
C 1.95106 -2.11014 5.76841
C 1.87310 -3.02855 6.81433
N 1.70062 0.19455 5.03696
N 1.72389 1.46460 5.41229
C 1.13691 2.33788 4.51616
C 1.14836 3.72349 4.79717
C 0.58060 4.59239 3.88059
C 0.00845 4.06877 2.70626
C 0.03802 2.69662 2.48768
N 0.56901 1.82696 3.37978
H 1.71929 -3.32593 8.95099
H 1.72221 -0.86875 9.47697
H 1.85067 0.78965 7.59115
H 2.06353 -2.41944 4.71683
H 1.87219 -4.09604 6.58903
H 1.62821 4.02659 5.73061
H 0.56889 5.66757 4.06437
H -0.45545 4.70645 1.95542
H -0.35084 2.26026 1.56029

Properties
Electronic energy (eV): -88877.2303
Spin multiplicity: 3
Strongest force on any atom (eV Å⁻¹): 4.1
⟨S²⟩: 2.0034
Highest occupied orbital energy (spin up / spin down) (eV): -10.17 / -10.17
Frontier orbital gap (spin up / spin down) (Ha): 0.180 / 0.180
Net charge: +1
E_LUMO (spin up / spin down) (eV): -5.3 / -5.3